Below is a 2-piece molecular cluster, C3H2F2O2 overall, with properties calculated with wB97M-V/def2-TZVPD.

XYZ file:
```
9
Properties=species:S:1:pos:R:3:forces:R:3:lowdin_charge:R:1
F 0.8005 1.7476 0.1955 -0.2757 0.3020 -0.0835 0.017
C 1.4747 0.5974 0.2806 0.1576 -0.4068 -0.0425 -0.124
C 1.0016 -0.4873 -0.3048 -0.1588 0.4430 0.0072 -0.138
F 1.6351 -1.6578 -0.2371 0.2573 -0.2251 0.0811 0.029
H 2.3901 0.6784 0.8442 0.0776 -0.1426 0.0484 0.123
H 0.0891 -0.5137 -0.8811 -0.0221 0.0194 -0.0514 0.113
O -2.6970 0.4953 -0.8999 -0.3243 0.9834 -1.5014 0.221
C -2.4630 -0.1192 0.0355 -0.0757 -0.0376 0.1142 -0.460
O -2.2310 -0.7407 0.9670 0.3640 -0.9356 1.4279 0.220
```
Forces are in eV/Å.

Summary:
highest occupied orbital energy	-0.368	Eh
LUMO	0.591	eV
SMILES	F/C=C/F.O=C=O

***

Below is one molecule with the formula C3H2F4O, with properties calculated with wB97M-V/def2-TZVPD.

XYZ file:
```
10
Properties=species:S:1:pos:R:3:forces:R:3:lowdin_charge:R:1
C -0.1837 0.2495 -0.1103 1.1486 -2.3656 0.3955 0.123
C 1.0942 0.5103 -0.0821 3.5998 -0.6942 -1.9978 -0.276
F 1.5717 1.7433 -0.0546 -0.1170 0.0965 0.3003 0.118
O 2.2578 -0.3856 -0.5290 -2.9641 1.4852 1.1697 0.125
C 3.4798 -0.1715 0.0023 1.4295 -0.8585 -0.0962 -0.746
F 3.5341 -0.2390 1.3202 -0.7067 -0.1408 0.9849 0.180
F 4.0854 0.9634 -0.3105 -0.3802 0.8117 -0.6351 0.174
F 4.3005 -1.1450 -0.4598 -0.7097 0.0371 -0.1365 0.147
H -0.7836 1.0925 -0.0629 -1.3134 1.2286 0.2645 0.064
H -0.5507 -0.7737 -0.0842 0.0133 0.4000 -0.2493 0.093
```
Forces are in eV/Å.

Summary:
highest occupied orbital energy	-0.400	Eh
LUMO	0.711	eV
SMILES	C=C(F)OC(F)(F)F

***

Below is a 2-piece molecular cluster, C3H2F4S2 overall, with properties calculated with wB97M-V/def2-TZVPD.

XYZ file:
```
11
Properties=species:S:1:pos:R:3:forces:R:3:lowdin_charge:R:1
C 1.0177 1.6806 -0.3049 -0.2085 0.4925 0.3462 -1.189
C -1.1926 -0.0849 -0.4607 -0.0316 -2.1901 -1.1594 0.000
C -0.8138 -1.1648 0.5448 2.6234 1.5815 1.6393 -0.631
F -1.1499 -0.6125 -1.7074 0.6462 0.0262 -0.2204 0.007
F 0.2628 -0.5818 1.2374 -0.6548 -0.5142 0.1555 -0.017
F -1.6045 -1.5470 1.5142 -2.1034 0.5742 0.6166 0.173
F -0.3583 -2.2836 0.0626 0.5721 -0.8135 -1.7119 0.181
S 0.6506 3.1267 0.1930 0.3211 -0.6039 -0.1560 0.673
S 2.0477 0.4305 -0.5873 -0.0598 -0.5739 -0.7565 0.797
H -2.1345 0.3710 -0.4354 -1.0739 1.2928 1.0612 0.108
H 3.2748 0.6658 -0.0563 -0.0309 0.7284 0.1854 -0.103
```
Forces are in eV/Å.

Summary:
highest occupied orbital energy (spin up / spin down)	-0.293 / -0.356	Eh
LUMO (spin up / spin down)	-0.899 / -0.946	eV

***

Below is C3H2FFeO4 as an isolated structure, with properties calculated with wB97M-V/def2-TZVPD.

XYZ file:
```
11
Properties=species:S:1:pos:R:3:forces:R:3:mulliken_spin:R:1
C -3.4982 1.0341 -0.1876 -3.1011 -0.0201 -0.7257 0.981
O -4.6154 1.1954 -0.1038 2.4430 -0.2205 -0.1036 -0.009
H -2.2919 1.4228 1.8041 0.6508 0.3405 0.6049 0.002
C -1.4086 2.9670 0.2437 -0.5950 1.6222 0.5906 0.783
O -0.3181 2.5814 0.9961 0.6917 -0.7913 0.7956 0.067
C -0.4012 1.7781 2.0378 -1.6726 1.5732 -2.1659 0.008
O -1.5142 1.2284 2.3736 -0.1616 -0.5192 0.2839 0.024
O 0.6287 1.5967 2.6819 0.4644 -0.0188 0.0051 0.107
Fe 1.3955 0.8083 4.0902 1.0819 -0.6440 1.4187 3.808
F -1.9564 4.0601 0.7477 0.2137 -1.0889 -0.3840 0.143
H -1.1869 3.0402 -0.8233 -0.0152 -0.2332 -0.3195 0.086
```
Forces are in eV/Å.

Summary:
spin multiplicity	7
highest occupied orbital energy (spin up / spin down)	-0.815 / -0.960	Eh
LUMO (spin up / spin down)	-14.657 / -20.440	eV
expectation value of S²	12.02
charge	+3

***

Below is C3H2FLiO2Sr as an isolated structure, with properties calculated with wB97M-V/def2-TZVPD.

XYZ file:
```
10
Properties=species:S:1:pos:R:3:forces:R:3:lowdin_charge:R:1
O 0.4544 0.5713 -0.4008 4.7057 2.8921 0.3428 -0.318
C -0.7167 0.9687 0.0510 -2.2689 -0.5461 -3.3358 -0.457
O -1.4129 1.5845 -0.7843 1.1848 -0.7630 3.7276 0.023
Li 0.6189 2.6136 -1.1832 -1.0788 -0.5338 -0.6653 0.832
Sr 2.4150 0.8571 1.7543 -1.1965 -0.9240 -0.4906 1.841
C -0.3115 -1.2716 -0.4261 -2.6911 -3.3139 2.3132 0.080
C -0.5562 -0.9336 0.9183 -2.0253 1.6215 -2.8574 -0.065
H 0.1939 -2.2271 -0.5998 1.2378 0.4900 -0.2018 0.119
H -1.2408 -1.3476 -1.0045 0.3167 1.0442 -0.1983 0.121
F 0.5559 -0.8152 1.6752 1.8156 0.0329 1.3656 -0.177
```
Forces are in eV/Å.

Summary:
highest occupied orbital energy	-0.583	Eh
LUMO	-9.916	eV
charge	+2

***

Below is C3H2FLiO3Sm as an isolated structure, with properties calculated with wB97M-V/def2-TZVPD.

XYZ file:
```
11
Properties=species:S:1:pos:R:3:forces:R:3:mulliken_spin:R:1
O 0.7107 -1.8720 -0.6044 -0.1583 0.8984 1.2737 0.000
C 1.5106 -1.1966 -0.0370 1.3441 -0.5161 -2.0992 -0.001
C -0.5177 0.8157 -0.0205 -0.1306 -1.0749 -0.6417 -0.001
O 0.5383 0.4560 0.6400 1.1865 0.6198 0.9573 -0.002
O 2.6535 -0.9131 0.1372 -1.3687 0.5590 1.0916 0.000
C -1.7882 0.3714 0.0747 0.1746 -0.1139 0.0603 -0.002
Li -1.1741 -1.8308 -1.0075 -0.0018 0.2486 0.0930 0.000
F -0.1901 1.5913 -1.0749 -0.0464 0.5091 -0.0295 0.000
H -2.5489 0.7738 -0.5932 0.1975 -0.1016 0.2488 0.000
H -2.0700 -0.2183 0.9469 0.0137 0.2582 -0.1671 0.000
Sm 2.8759 2.0226 1.5387 -1.2105 -1.2865 -0.7873 6.006
```
Forces are in eV/Å.

Summary:
spin multiplicity	7
highest occupied orbital energy (spin up / spin down)	-0.579 / -0.579	Eh
LUMO (spin up / spin down)	-9.487 / -9.289	eV
expectation value of S²	12.01
charge	+2

***

Quick rundown of energy above the lowest of the compared OMol25 structures with the same formula, charge and spin, same order as above: 26.7, 29.1, 158.7, 0.0, 600.6, 52.1 kJ/mol
Quick rundown of molecular weight, same order as above: 108.04, 130.04, 178.18, 176.89, 183.61, 262.35 g/mol